Entry 1:
66
Properties=species:S:1:pos:R:3:forces:R:3 method="wB97M-V/def2-TZVPD" gap_ev=6.80 total_charge=+1 multiplicity=1
S -1.337 -0.641 0.116 -0.80 -0.26 -0.33
O -3.117 2.070 2.273 0.67 -0.83 0.32
O -1.881 -3.095 -3.361 0.16 -0.19 0.38
O 4.172 6.739 4.021 -0.33 0.06 0.13
O 3.212 2.678 2.255 0.09 0.03 0.11
O -3.860 -7.019 -4.423 -0.17 0.14 -0.26
N -1.372 -2.348 0.303 1.39 1.30 -0.05
N 3.004 4.177 5.039 0.22 -0.17 -0.09
N -2.204 -4.994 -5.877 0.27 -0.03 0.28
N -0.341 2.756 -0.057 -0.11 -0.60 1.04
C 3.741 2.249 3.503 -0.16 -0.30 0.12
C 4.359 6.213 5.332 0.43 -0.21 -0.02
C -2.796 -4.050 -2.832 -0.11 0.33 0.02
C -0.890 2.629 1.306 -0.86 0.09 -0.33
C -1.239 -3.926 -5.617 -0.36 -0.04 -0.05
C 2.966 2.748 4.726 -0.12 0.27 -0.07
C -1.660 0.182 1.730 0.21 0.42 0.31
C -2.917 -7.312 -5.451 0.38 -0.15 0.24
C 3.610 3.982 1.855 -0.26 -0.11 -0.28
C 2.916 7.364 3.827 0.19 -0.04 -0.16
C -2.114 1.642 1.382 0.66 0.24 -0.55
C -1.767 -6.317 -5.436 -0.38 0.13 -0.08
C -0.841 -3.648 -4.164 0.28 0.23 -0.27
C 4.344 4.692 5.318 -0.30 0.20 -0.12
C -5.095 -6.516 -4.904 0.07 -0.03 0.23
H -2.457 -0.331 2.286 0.02 -0.22 -0.65
H -3.651 2.672 1.764 -0.55 0.47 0.06
H 2.106 6.628 3.772 -0.12 0.07 0.10
H -0.053 -0.250 -0.209 -0.44 -0.35 0.65
H -5.799 -6.515 -4.073 0.06 -0.04 0.02
H -2.513 -8.304 -5.231 0.00 -0.01 -0.04
H -3.632 -4.203 -3.515 -0.01 -0.22 0.04
H -0.515 -2.595 0.802 -0.28 -0.37 0.31
H 3.579 4.017 0.765 0.02 -0.07 0.02
H -1.223 -2.711 -0.647 -0.52 -0.03 -0.04
H -0.976 -6.672 -6.101 0.03 0.02 0.00
H -1.373 -6.295 -4.413 0.10 -0.17 0.02
H -2.314 -5.002 -2.601 -0.01 -0.05 -0.13
H 2.618 4.681 4.254 -0.01 0.07 0.01
H -0.334 -4.129 -6.196 0.05 -0.02 0.07
H 3.627 6.614 6.037 -0.12 -0.04 -0.08
H 2.903 4.730 2.220 0.16 0.14 0.07
H 5.068 4.368 4.562 0.17 0.03 0.08
H -1.110 2.820 -0.712 0.13 0.09 -0.27
H -3.211 -3.639 -1.908 0.02 0.02 -0.02
H 0.189 1.915 -0.250 0.28 0.20 -0.44
H -2.565 1.623 0.370 0.24 -0.09 0.19
H -0.767 0.166 2.366 -0.10 -0.04 -0.31
H -3.066 -4.761 -5.405 -0.08 -0.04 -0.07
H -5.498 -7.147 -5.700 -0.01 0.05 -0.05
H 4.674 4.322 6.292 0.00 -0.03 0.00
H 1.912 2.495 4.575 0.02 -0.10 0.01
H 2.954 7.896 2.878 0.06 -0.02 0.02
H -0.058 -2.885 -4.192 -0.05 0.03 0.00
H 3.302 2.193 5.607 0.07 -0.02 -0.02
H -0.101 2.340 2.012 -0.11 0.19 -0.19
H -0.395 -4.519 -3.672 -0.17 -0.10 0.02
H 4.812 2.465 3.562 -0.01 0.17 -0.01
H -1.291 3.607 1.602 0.22 -0.19 0.06
H 3.654 1.159 3.496 0.00 0.01 -0.02
H -3.392 -7.360 -6.434 -0.06 0.14 0.01
H 5.348 6.541 5.661 -0.01 0.00 0.03
H -4.997 -5.488 -5.267 -0.09 -0.02 -0.15
H 2.703 8.084 4.621 -0.06 -0.02 0.02
H -1.675 -3.010 -6.021 0.11 0.06 0.02
H 4.623 4.224 2.179 -0.03 0.02 0.11



Entry 2:
12
Properties=species:S:1:pos:R:3:forces:R:3 method="wB97M-V/def2-TZVPD" e_above_lowest_kj_mol=132.71 gap_ev=11.29 total_charge=0 multiplicity=1
O -0.517 -2.134 -1.677 0.69 0.68 0.88
O -0.203 2.067 1.826 -0.04 -0.45 -3.00
C 0.416 1.676 0.479 -2.25 1.93 0.70
C 0.274 -1.580 -0.583 -0.39 -0.22 -0.01
H 1.077 -0.896 -0.946 -0.74 -0.48 0.12
H -0.349 -3.076 -1.679 -0.04 -0.10 -0.12
H 0.728 -2.380 0.002 0.24 -0.06 -0.18
H 0.478 2.518 -0.218 0.30 0.78 0.65
H -0.381 -1.071 0.151 0.24 -0.03 -0.71
H -1.096 2.370 1.565 0.65 -0.16 0.52
H 1.408 1.413 0.733 0.70 -1.08 -0.09
H -0.248 1.077 -0.177 0.65 -0.80 1.24



Entry 3:
19
Properties=species:S:1:pos:R:3:forces:R:3 method="wB97M-V/def2-TZVPD" e_above_lowest_kj_mol=432.40 gap_ev="7.35 / 7.57" total_charge=+2 multiplicity=1
N -0.541 0.343 2.299 -5.24 -1.71 4.87
N -0.610 0.149 1.066 -1.31 0.38 -0.04
N -0.372 -0.069 -1.150 -1.46 -0.97 2.36
N -1.855 0.136 3.112 3.90 0.39 -0.89
N -1.662 -0.508 -1.150 -0.34 1.48 -1.51
C 0.229 0.221 0.064 0.56 -0.46 -0.33
C 0.407 -0.310 -2.334 -0.05 -0.50 -2.86
C 1.706 0.338 0.118 -0.46 0.11 2.50
H 2.068 -0.692 0.390 0.05 0.96 0.02
H -2.190 -0.274 -2.110 1.25 -0.83 2.91
H 0.110 0.255 3.112 0.95 0.32 -1.55
H 1.359 -0.904 -2.197 -1.31 0.54 0.23
H 2.036 0.540 -0.862 0.98 0.76 -0.70
H -2.775 0.114 2.724 -0.23 0.19 -1.29
H -0.300 -0.869 -3.018 1.17 0.44 0.61
H 0.653 0.636 -2.869 -0.08 -0.42 0.60
H -1.844 -0.166 4.118 1.01 0.59 -1.20
H -2.128 -0.468 -0.186 0.69 0.14 -2.09
H 1.979 1.128 0.929 -0.08 -1.42 -1.66



Entry 4:
8
Properties=species:S:1:pos:R:3:forces:R:3 method="wB97M-V/def2-TZVPD" e_above_lowest_kj_mol=407.64 gap_ev=9.88 total_charge=+1 multiplicity=1
O 0.514 -1.367 -1.829 -0.61 -0.19 -1.01
N 0.390 -0.559 -0.973 1.01 -0.29 -0.60
C 0.553 -0.758 0.356 1.30 3.54 0.43
C -0.485 0.493 -0.758 0.19 0.69 1.97
H 0.448 -1.783 0.592 -0.47 -0.86 0.85
H 1.179 0.002 0.934 -1.06 -1.23 -0.77
H -1.553 0.285 -0.799 0.20 0.17 -0.84
H -0.064 1.537 -0.543 -0.55 -1.84 -0.02